ORCA calculation (ωB97M-V/def2-TZVPD) on the molecule CH4N2OS in a non-equilibrium geometry.

XYZ file:
```
9
Properties=species:S:1:pos:R:3:forces:R:3
O 1.033945 -1.232455 0.220553 2.18 -1.05 -3.37
N 1.476932 -0.013704 -0.455908 -2.09 0.90 1.24
C 0.545140 0.866671 -0.250016 1.04 0.55 -0.15
N -0.666415 0.621380 0.419112 -0.86 0.97 -0.32
S -1.967688 -0.403619 -0.309610 1.94 -0.19 1.84
H 1.533060 -1.851034 -0.439699 -1.42 1.04 2.22
H 0.762465 1.987387 -0.463405 -0.14 -2.19 0.01
H -1.000906 1.550733 0.749237 -0.34 -1.41 -0.42
H -1.716531 -1.525359 0.529739 -0.31 1.38 -1.05
```
Forces are in eV/Å.

Results
orbital gap	9.58	eV
strongest force on any atom	4.2	eV Å⁻¹
structure (SMILES)	O/N=C\NS
calculated total energy	-623.33218	Ha
energy relative to the best compared isomer or geometry (same formula, charge and spin)	79.7	kcal/mol
HOMO level	-9.12	eV